Entry 1:
77
Properties=species:S:1:pos:R:3:mulliken_spin:R:1 method="wB97M-V/def2-TZVPD" s_squared=6.07 homo_ev="-8.9 / -10.4" lumo_ev="-3.13 / -3.22" total_charge=+1 multiplicity=5
Cr 1.10838 0.92354 0.02017 3.210
O 2.37160 -1.82443 0.65005 0.000
S 2.89501 -1.50107 -0.66134 -0.002
O 4.26393 -1.80410 -0.91821 -0.003
O 2.56550 -0.04777 -0.97643 -0.002
C 1.82090 -2.39174 -1.74215 0.004
C 2.33595 -3.16764 -2.76093 0.002
C 1.46683 -3.93148 -3.53024 -0.001
C 0.10754 -3.90836 -3.26641 0.001
C -0.40694 -3.10639 -2.25189 -0.003
C 0.43924 -2.33167 -1.46917 -0.006
P -0.24769 -1.16831 -0.21414 -0.066
C -1.94404 -0.92310 -0.84872 0.004
C -3.06330 -1.39747 -0.30112 -0.003
C -4.39362 -1.10868 -0.87136 0.001
C -4.55596 -0.32971 -1.93810 -0.002
C -3.40469 0.33545 -2.62648 -0.001
C -2.00455 -0.00369 -2.03425 0.002
C -0.53367 -2.05858 1.33481 -0.029
C -1.06878 -1.33383 2.39934 -0.013
C -1.34230 -1.96689 3.60101 0.004
C -1.06718 -3.32204 3.74787 -0.002
C -0.51800 -4.04065 2.69444 0.001
C -0.24907 -3.41018 1.48446 -0.008
H 3.40703 -3.18854 -2.92291 0.000
H 1.85562 -4.55204 -4.32868 0.000
H -0.56709 -4.51501 -3.85846 0.000
H -1.47571 -3.08830 -2.07202 -0.001
H -3.02416 -2.01856 0.58677 -0.001
H -5.25230 -1.56492 -0.39374 0.000
H -5.54801 -0.15089 -2.34297 0.000
H -3.47254 0.17795 -3.70329 0.000
H -1.27961 -0.30913 -2.79362 -0.004
H -1.25913 -0.27121 2.28919 0.007
H -1.75925 -1.40450 4.42678 0.000
H -1.27800 -3.81752 4.68763 0.000
H -0.29819 -5.09435 2.81143 0.000
H 0.19339 -3.96493 0.66489 -0.001
Se 3.70593 3.56457 0.90536 0.226
N 2.73592 4.68477 1.92490 0.312
C 1.45354 4.30717 1.85937 -0.028
C 0.32356 4.85706 2.48872 0.217
C -0.90717 4.21648 2.31102 -0.071
C -1.02830 3.06148 1.55909 0.212
N 0.03487 2.51092 0.93047 0.018
C 1.20726 3.15127 1.04990 -0.045
N 2.23282 2.60964 0.41044 0.097
H 0.41481 5.74645 3.09920 0.001
H -1.79527 4.61888 2.77981 0.002
H -1.98022 2.55417 1.45938 0.030
C 2.86796 -1.83636 4.37262 0.000
N 2.02985 -1.22894 3.35450 0.003
C 2.17371 0.02602 2.92572 0.002
N 3.04330 0.82866 3.57020 0.008
O 1.50622 0.49290 1.97087 -0.011
H 2.54825 -2.86509 4.50382 0.000
H 2.74931 -1.32675 5.32934 0.000
H 3.92356 -1.84130 4.08942 0.000
H 1.56019 -1.83494 2.69844 0.002
H 3.67781 0.47960 4.26421 0.002
H 3.18357 1.75855 3.21213 -0.003
N 2.90403 2.27011 -2.50191 0.011
C 1.56998 2.36157 -2.61742 0.024
N 0.67376 1.79191 -1.81292 -0.104
C -0.62084 2.09839 -2.24385 -0.004
C -1.81275 1.48103 -1.62147 -0.013
C -3.18340 1.85091 -2.27442 -0.005
C -3.13299 2.79307 -3.44355 0.002
C -1.99400 3.26609 -3.93940 0.000
C -0.72016 2.88206 -3.32281 0.021
S 0.86697 3.29684 -3.88527 -0.003
H 3.27200 1.49970 -1.96097 -0.001
H 3.47473 2.62630 -3.24750 -0.001
H -1.79368 1.60959 -0.53895 0.010
H -3.91447 2.20564 -1.54822 -0.003
H -4.08081 3.08068 -3.88782 0.000
H -1.98696 3.93166 -4.79467 0.000



Entry 2:
105
Properties=species:S:1:pos:R:3:mulliken_spin:R:1 method="wB97M-V/def2-TZVPD" s_squared=12.02 homo_ev="-16.9 / -16.9" lumo_ev="-8.54 / -12.55" total_charge=+3 multiplicity=7
Fe -1.42561 1.85824 2.68674 3.911
C -1.72868 0.48737 -1.47244 0.090
C -0.81956 0.22061 -0.26836 -0.040
O -1.16650 1.00618 0.87978 0.836
H -1.29435 0.01765 -2.35495 0.001
H -1.69954 1.56498 -1.63374 0.007
H -2.70681 0.21987 -1.07270 -0.009
H 0.22883 0.41124 -0.49775 0.058
H -0.97403 -0.83613 -0.05032 0.019
C -3.37457 -3.03424 1.30931 -0.001
C -4.18189 -1.76290 1.45006 -0.001
C -5.72849 -2.02857 1.33058 0.000
O -3.87904 -1.26968 2.69531 0.000
H -3.53197 -3.72695 2.13602 0.000
H -2.28714 -2.97225 1.26757 0.001
H -3.59321 -3.56032 0.38004 0.000
H -3.89187 -1.12532 0.61491 0.003
H -5.98049 -2.43422 0.35077 0.000
H -6.21202 -1.08267 1.57470 0.000
H -6.05741 -2.70459 2.11983 0.000
H -4.57335 -0.67099 2.98006 -0.001
C 3.07393 1.97669 2.61370 0.000
C 1.78760 1.24684 2.26988 -0.009
C 1.86835 -0.34877 2.32142 0.018
O 0.73940 1.72721 3.03251 0.057
H 3.25745 1.85928 3.68170 0.001
H 2.97348 3.03439 2.37021 -0.001
H 3.92851 1.52303 2.11174 0.001
H 1.58563 1.46644 1.22151 0.007
H 2.06203 -0.62967 3.35664 0.000
H 2.67393 -0.68482 1.66858 0.000
H 0.95070 -0.81839 1.96718 -0.011
H 1.15754 1.81759 3.89192 -0.002
C -0.57057 6.07505 2.73053 0.002
C -1.51090 4.93822 2.13666 -0.003
C -2.21244 5.42277 0.79722 0.003
O -0.81987 3.65422 1.83884 0.018
H -1.22758 6.89080 3.03216 0.000
H 0.07552 6.47651 1.94982 0.001
H 0.06673 5.78485 3.56583 0.000
H -2.18625 4.78527 2.97846 0.006
H -1.43372 5.67468 0.07735 0.000
H -2.61367 6.43590 0.82330 0.001
H -2.97387 4.76813 0.37319 -0.001
H -0.19218 3.94649 1.17388 0.003
C 1.84565 6.30929 -1.74325 0.000
C 0.80114 5.26613 -1.49700 0.000
C 0.91295 4.03154 -2.43709 0.000
O 1.18644 4.69153 -0.25086 0.000
H 1.48723 6.75559 -2.67086 0.000
H 2.90269 6.06040 -1.83714 0.000
H 1.83207 7.13130 -1.02757 0.000
H -0.16481 5.74093 -1.66906 0.000
H 0.59106 4.37419 -3.42049 0.000
H 0.31110 3.13607 -2.28211 0.000
H 1.94710 3.73525 -2.61269 0.000
H 2.03756 4.25474 -0.17074 0.000
C -0.90198 -5.07678 -4.73308 0.166
C -0.77945 -3.54766 -4.60080 0.035
C -1.21923 -2.92067 -3.25992 0.083
O 0.57822 -3.28529 -4.76407 0.714
H -0.51143 -5.38801 -5.70194 -0.003
H -1.94964 -5.35834 -4.83906 0.020
H -0.48995 -5.66949 -3.91636 -0.004
H -1.44261 -3.08716 -5.33310 -0.004
H -1.43669 -1.86397 -3.41541 0.005
H -0.56851 -2.91192 -2.38552 -0.005
H -2.23057 -3.21819 -2.98286 0.002
H 1.10415 -3.61150 -4.03019 -0.009
C -1.97187 -1.03306 5.77858 0.002
C -1.04947 -0.98588 4.46744 0.002
C -0.70589 -2.33558 3.82073 0.002
O -1.72454 -0.07322 3.57586 0.027
H -1.49169 -1.58591 6.58597 0.000
H -2.81206 -1.69268 5.56160 0.000
H -2.31135 -0.08321 6.19166 0.000
H -0.12111 -0.60411 4.89228 0.001
H -1.56652 -2.99232 3.69384 0.000
H -0.06323 -3.00158 4.39653 0.000
H -0.25632 -2.41673 2.83109 0.000
H -2.56404 -0.53532 3.51851 0.001
C 1.09858 -3.45349 0.18260 -0.003
C 2.03244 -3.91574 -0.86637 -0.001
C 1.65570 -5.37415 -1.21397 0.000
O 1.94981 -3.16159 -2.09550 -0.001
H 1.32698 -3.90548 1.14782 0.000
H 0.01667 -3.58438 0.20377 -0.001
H 1.22268 -2.38327 0.34789 0.004
H 3.04663 -3.74249 -0.50651 0.000
H 1.76312 -6.04677 -0.36301 0.000
H 2.27482 -5.72037 -2.04158 0.000
H 0.63174 -5.34801 -1.58669 0.000
H 2.20873 -2.25959 -1.89306 0.000
C 4.58674 -1.58015 -3.64257 0.000
C 4.09688 -0.21699 -3.07467 0.001
C 3.18342 0.49443 -4.03084 0.000
O 3.38297 -0.48352 -1.83902 0.000
H 3.73534 -2.24111 -3.80488 0.000
H 5.26320 -2.20838 -3.06307 0.000
H 5.00557 -1.42030 -4.63610 0.000
H 4.90823 0.44394 -2.76971 0.000
H 3.66837 0.63596 -4.99671 0.000
H 2.76089 1.44752 -3.71275 0.000
H 2.37010 -0.09012 -4.46085 0.000
H 3.02402 0.30565 -1.42677 0.000



Entry 3:
60
Properties=species:S:1:pos:R:3:lowdin_charge:R:1 method="wB97M-V/def2-TZVPD" homo_ev=-3.2 lumo_ev=1.29 total_charge=-1 multiplicity=1
Cu -10.02068 -19.61582 -18.67956 0.598
C -13.54122 -16.58654 -20.55931 -0.140
C -14.14371 -17.97911 -20.17504 -0.538
O -13.37559 -19.10102 -19.81343 -0.376
H -12.90513 -16.76229 -21.42684 0.043
H -12.96848 -16.00890 -19.83377 0.042
H -14.40111 -16.05191 -20.96288 0.042
H -14.75609 -18.33329 -21.00428 0.069
H -14.93689 -17.72957 -19.47029 0.055
C -8.02173 -22.58701 -22.54787 -0.191
C -7.96285 -22.78959 -21.11027 -0.509
O -9.26458 -22.57477 -20.43712 -0.398
H -7.23873 -23.01708 -23.17241 0.056
H -8.05705 -21.51646 -22.74976 0.050
H -8.98242 -22.90113 -22.95595 0.068
H -7.09589 -22.31965 -20.64590 0.070
H -7.77385 -23.86209 -21.15625 0.068
C -12.78988 -20.12045 -11.73252 0.001
C -12.25503 -19.95074 -13.21424 -0.278
C -10.89157 -20.39449 -13.50056 -0.102
O -11.00568 -21.19012 -14.68195 0.095
C -12.25720 -21.57282 -14.83226 -0.609
O -12.64369 -22.48633 -15.59532 0.115
O -12.92591 -20.90835 -14.00869 0.108
H -12.09632 -20.46084 -10.96363 0.070
H -13.49244 -20.95354 -11.71069 0.084
H -13.27061 -19.22695 -11.33419 0.071
H -12.60024 -18.98459 -13.58237 0.158
H -10.46762 -20.90416 -12.63533 0.138
H -10.40676 -19.43872 -13.69952 0.140
C -6.06861 -18.92954 -16.54570 -0.034
C -5.57512 -17.83921 -17.58554 -0.508
C -4.46410 -18.59632 -18.34368 -0.163
C -3.97911 -17.73209 -19.45168 -0.204
C -5.17457 -17.57295 -20.45626 -0.130
C -6.41290 -16.87551 -19.85130 -0.481
N -6.70892 -17.50953 -18.49531 -0.082
O -7.83845 -17.03587 -17.78630 -0.017
C -6.12922 -15.45449 -19.87237 -0.062
C -7.62405 -17.23865 -20.90308 0.001
C -5.01308 -16.78475 -16.72472 -0.055
H -6.86972 -18.31112 -16.14086 0.058
H -5.45109 -19.36553 -15.76040 0.090
H -6.60048 -19.69186 -17.11496 0.080
H -3.51659 -18.72287 -17.81994 0.124
H -4.85759 -19.46466 -18.87214 0.131
H -3.14889 -18.19399 -19.98596 0.108
H -3.49748 -16.82325 -19.09094 0.106
H -5.36922 -18.51596 -20.96710 0.121
H -4.81953 -16.90971 -21.24504 0.106
H -7.07720 -15.06274 -19.50361 0.087
H -5.35890 -15.20175 -19.14378 0.079
H -5.91021 -15.11103 -20.88338 0.101
H -8.48585 -16.60764 -20.68578 0.067
H -7.41299 -17.09184 -21.96233 0.080
H -8.01410 -18.23351 -20.68812 0.064
H -5.23603 -15.77845 -17.07935 0.072
H -3.92743 -16.84921 -16.65202 0.092
H -5.45929 -16.72756 -15.73188 0.083
H -7.52042 -16.14861 -17.60397 0.082



Entry 4:
34
Properties=species:S:1:pos:R:3:lowdin_charge:R:1 method="wB97M-V/def2-TZVPD" smiles="COc1ccc([N+](=O)[O-])cc1CSc1nnc(NC(C)=O)s1" homo_ev=-8.6 lumo_ev=-0.26 total_charge=0 multiplicity=1
C 4.52154 2.10750 1.04471 -0.062
O 3.43449 1.83033 0.18991 -0.091
C 2.89743 0.59520 0.18112 -0.235
C 3.34678 -0.47222 0.95941 0.006
C 2.71775 -1.69768 0.88853 0.015
C 1.63570 -1.86854 0.03477 -0.148
N 0.97393 -3.14024 -0.02567 -0.367
O 1.40643 -4.03351 0.67508 0.073
O 0.02098 -3.24992 -0.76818 0.081
C 1.18045 -0.81737 -0.75609 0.047
C 1.80296 0.41181 -0.69236 -0.212
C 1.30925 1.57250 -1.48627 -0.366
S 0.35840 2.71562 -0.40454 0.938
C -1.10630 1.81062 -0.28344 -0.955
N -1.38002 0.75578 -0.96782 -0.058
N -2.56524 0.22807 -0.70358 0.010
C -3.24128 0.85927 0.18923 -0.601
N -4.47528 0.54445 0.65484 0.093
C -5.29887 -0.53270 0.33245 -0.496
C -4.76799 -1.49306 -0.67807 -0.005
O -6.36758 -0.60994 0.88382 0.083
S -2.38698 2.28541 0.83107 1.033
H 4.25204 1.95885 2.09393 0.101
H 5.39175 1.49305 0.79666 0.100
H 4.76048 3.15654 0.87966 0.098
H 4.18363 -0.35005 1.62732 0.107
H 3.05096 -2.52859 1.49102 0.122
H 0.33011 -0.96967 -1.40317 0.116
H 2.13117 2.17975 -1.86139 0.086
H 0.64175 1.26450 -2.28669 0.085
H -4.86873 1.16854 1.34984 0.145
H -4.57011 -0.97696 -1.61420 0.085
H -5.49584 -2.28429 -0.83228 0.088
H -3.82379 -1.91303 -0.33962 0.085



| no. | strongest force on any atom (eV Å⁻¹) |
| --- | --- |
| 1 | 0.95 |
| 2 | 4.47 |
| 3 | 6.56 |
| 4 | 1.81 |